w) # C3H5NO

An isolated molecule of C3H5NO (ωB97M-V with the def2-TZVPD basis set, the OMol25 dataset).

**Molar mass**: 71.08 g/mol
**SMILES**: O=CN1CC1
**HOMO level**: -0.363 hartree

Cartesian coordinates (Å):
O -2.72 0.07 -0.34
C -1.53 -0.20 0.11
N -0.40 -0.09 -0.56
C 0.96 -0.62 -0.11
C 0.66 0.83 -0.08
H -1.56 -0.27 1.26
H 1.05 -1.32 0.70
H 1.69 -1.13 -1.05
H 0.47 1.31 0.85
H 1.38 1.41 -0.77

The computed Löwdin charges, all in e, follow:
1 O -0.011
2 C -0.318
3 N -0.063
4 C -0.117
5 C -0.126
6 H 0.150
7 H 0.077
8 H 0.175
9 H 0.094
10 H 0.138

x) # C3H5NO

A structure of composition C3H5NO (ωB97M-V with the def2-TZVPD basis set, the OMol25 dataset).

**Molar mass**: 71.08 g/mol
**HOMO level**: -0.289 hartree

Cartesian coordinates (Å):
O 0.87 -0.36 0.91
C 1.86 -0.55 0.10
C 0.12 0.25 -0.45
C -1.27 -0.13 -0.27
N -0.77 1.21 0.08
H 2.65 -1.16 0.56
H 0.56 0.45 -1.44
H -1.95 -0.14 -1.11
H -1.48 -0.84 0.53
H -0.60 1.26 1.08

The computed Löwdin charges, all in e, follow:
1 O -0.051
2 C -0.042
3 C -0.290
4 C -0.115
5 N 0.043
6 H 0.008
7 H 0.132
8 H 0.103
9 H 0.109
10 H 0.102

w) is the most stable structure; the next one sits 3.196 eV above it.

w) # C3H5NO

An isolated molecule of C3H5NO (ωB97M-V with the def2-TZVPD basis set, the OMol25 dataset).

**Molar mass**: 71.08 g/mol
**SMILES**: C=C1N[C@@H]1O
**HOMO level**: -0.328 hartree

Cartesian coordinates (Å):
C 1.52 -0.61 -0.57
C 0.25 -0.28 -0.42
N 0.03 0.60 0.66
C -1.14 0.41 -0.05
O -2.13 -0.37 0.54
H 2.33 -0.18 0.01
H 1.80 -1.35 -1.32
H 0.54 1.48 0.62
H -1.49 1.24 -0.66
H -1.71 -0.95 1.19

The computed Löwdin charges, all in e, follow:
1 C -0.007
2 C -0.199
3 N 0.019
4 C -0.305
5 O 0.009
6 H 0.058
7 H 0.037
8 H 0.132
9 H 0.147
10 H 0.109

x) # C3H5NO

An isolated molecule of C3H5NO (ωB97M-V with the def2-TZVPD basis set, the OMol25 dataset).

**Molar mass**: 71.08 g/mol
**SMILES**: O=C[C@H]1CN1
**HOMO level**: -0.333 hartree

Cartesian coordinates (Å):
O -0.05 1.41 1.66
C -0.87 1.05 0.83
C -0.53 0.00 -0.23
C 0.82 -0.66 -0.99
N 0.51 -0.81 0.37
H -1.93 1.35 1.00
H -1.45 -0.49 -0.57
H 0.57 -1.49 -1.68
H 1.87 -0.35 -1.17
H 1.05 -0.03 0.79

The computed Löwdin charges, all in e, follow:
1 O 0.025
2 C -0.219
3 C -0.183
4 C -0.084
5 N -0.061
6 H 0.125
7 H 0.110
8 H 0.091
9 H 0.106
10 H 0.090

y) # C3H5NO

A cluster of 2 separate species, C3H5NO in total (ωB97M-V with the def2-TZVPD basis set, the OMol25 dataset).

**Molar mass**: 71.08 g/mol
**HOMO level (spin up / spin down)**: -0.297 / -0.306 hartree

Cartesian coordinates (Å):
C 0.32 -0.11 -0.03
C -2.48 0.44 0.06
C 1.82 -0.19 -0.04
N -0.27 0.97 -0.16
O -2.65 -0.71 0.15
H -0.20 -1.07 0.10
H -3.11 1.32 0.04
H 2.24 0.81 -0.10
H 2.15 -0.78 -0.89
H 2.17 -0.67 0.87

The computed Löwdin charges, all in e, follow:
1 C -0.404
2 C -0.035
3 C -0.098
4 N 0.087
5 O 0.065
6 H 0.093
7 H 0.086
8 H 0.068
9 H 0.069
10 H 0.069

z) # C3H5NO

An isolated molecule of C3H5NO (ωB97M-V with the def2-TZVPD basis set, the OMol25 dataset).

**Molar mass**: 71.08 g/mol
**SMILES**: O=CN1CC1
**HOMO level**: -0.345 hartree

Cartesian coordinates (Å):
O 2.41 0.38 0.33
C 1.57 -0.27 -0.29
N 0.24 -0.08 -0.25
C -0.76 0.89 -0.10
C -0.91 -0.56 0.36
H 1.79 -1.17 -0.95
H -0.63 1.67 0.67
H -1.41 1.21 -0.92
H -1.56 -1.17 -0.26
H -0.75 -0.89 1.41

The computed Löwdin charges, all in e, follow:
1 O 0.031
2 C -0.297
3 N -0.130
4 C -0.088
5 C -0.103
6 H 0.140
7 H 0.115
8 H 0.106
9 H 0.101
10 H 0.125

z) is the most stable structure; the next one sits 0.898 eV above it.

w) # C3H5NO

An isolated molecule of C3H5NO (ωB97M-V with the def2-TZVPD basis set, the OMol25 dataset).

**Molar mass**: 71.08 g/mol
**SMILES**: O=C[C@H]1CN1
**HOMO level**: -0.372 hartree

Cartesian coordinates (Å):
O 1.12 -0.10 1.59
C 1.26 -0.37 0.42
C 0.28 0.11 -0.60
C -1.13 -0.27 -0.33
N -0.62 1.08 -0.04
H 2.13 -0.94 0.07
H 0.65 0.24 -1.62
H -1.93 0.10 -0.93
H -1.27 -1.01 0.47
H -0.49 1.15 0.96

The computed Löwdin charges, all in e, follow:
1 O 0.048
2 C -0.212
3 C -0.285
4 C -0.111
5 N 0.012
6 H 0.122
7 H 0.133
8 H 0.099
9 H 0.115
10 H 0.080

x) # C3H5NO

An isolated molecule of C3H5NO (ωB97M-V with the def2-TZVPD basis set, the OMol25 dataset).

**Molar mass**: 71.08 g/mol
**HOMO level**: -0.406 hartree

Cartesian coordinates (Å):
C 0.17 0.00 1.19
C -0.10 0.22 -0.27
O 1.05 0.52 -0.93
C -1.07 -0.96 -1.67
N -0.71 -1.38 -0.61
H 0.90 -0.80 1.27
H -0.75 -0.31 1.67
H 0.56 0.92 1.64
H -0.90 0.94 -0.47
H 0.86 0.85 -1.82

The computed Löwdin charges, all in e, follow:
1 C -0.061
2 C -0.440
3 O 0.003
4 C -0.008
5 N 0.008
6 H 0.089
7 H 0.084
8 H 0.091
9 H 0.123
10 H 0.113

w) is the most stable structure; the next one sits 0.417 eV above it.

w) # C7H35NO12

A cluster of 13 separate species, C7H35NO12 in total (ωB97M-V with the def2-TZVPD basis set, the OMol25 dataset).

**Molar mass**: 325.35 g/mol
**HOMO level**: -0.313 hartree

Cartesian coordinates (Å):
C 0.43 -1.61 3.67
C 0.69 -0.85 2.36
C 0.38 0.62 2.34
C 0.22 1.49 3.39
N -0.17 2.73 2.91
C -0.07 2.69 1.55
C 0.25 1.43 1.13
C -0.30 3.89 0.67
H 1.25 -2.24 3.95
H 0.09 -0.94 4.47
H -0.48 -2.22 3.53
H 0.33 -1.18 1.39
H 1.78 -0.99 2.36
H 0.24 1.31 4.45
H -0.13 3.64 3.34
H 0.16 1.14 0.10
H -0.11 3.73 -0.38
H -1.33 4.22 0.82
H 0.27 4.72 1.12
H -2.76 -2.62 2.55
H -2.68 -1.12 2.83
O -3.18 -1.91 3.05
H -1.62 -2.87 -0.54
H -2.90 -3.16 0.19
O -2.09 -2.64 0.29
H 0.09 -0.70 -0.72
H 0.64 -1.87 -1.21
O 1.01 -1.02 -0.84
H 1.35 0.27 -3.10
H -0.06 0.88 -3.31
O 0.50 0.11 -3.54
H -1.63 -0.58 -3.64
H -0.66 -0.99 -4.59
O -1.40 -1.40 -4.10
H 2.27 -0.23 -1.64
H 3.55 -0.60 -2.50
O 3.12 0.09 -2.00
H -1.24 1.35 -1.47
H -0.26 2.54 -2.15
O -1.00 1.94 -2.20
H 3.67 1.94 -2.19
H 4.05 2.64 -0.91
O 4.06 2.76 -1.87
H -0.44 -3.60 -2.43
H -0.66 -2.12 -2.75
O -0.76 -2.79 -2.02
H -1.67 0.29 0.44
H -1.77 -1.11 -0.23
O -1.59 -0.15 -0.42
H -3.86 -3.39 -2.15
H -2.37 -3.56 -2.44
O -3.16 -4.05 -2.16
H 2.62 1.72 1.32
H 3.78 2.34 2.05
O 3.54 2.01 1.18

The computed Löwdin charges, all in e, follow:
1 C -0.076
2 C -0.191
3 C -0.228
4 C -0.081
5 N 0.076
6 C -0.333
7 C -0.048
8 C -0.009
9 H 0.062
10 H 0.066
11 H 0.060
12 H 0.074
13 H 0.114
14 H 0.114
15 H 0.155
16 H 0.074
17 H 0.058
18 H 0.083
19 H 0.088
20 H 0.008
21 H 0.023
22 O -0.054
23 H 0.007
24 H 0.069
25 O -0.058
26 H 0.000
27 H 0.053
28 O -0.079
29 H 0.021
30 H 0.020
31 O -0.081
32 H 0.052
33 H 0.055
34 O -0.055
35 H -0.010
36 H 0.062
37 O -0.063
38 H 0.009
39 H 0.053
40 O -0.041
41 H -0.022
42 H -0.007
43 O -0.083
44 H 0.106
45 H 0.053
46 O -0.095
47 H 0.059
48 H 0.019
49 O -0.077
50 H 0.047
51 H -0.002
52 O -0.061
53 H 0.010
54 H 0.043
55 O -0.039

x) # C7H35NO12

A cluster of 13 separate species, C7H35NO12 in total (ωB97M-V with the def2-TZVPD basis set, the OMol25 dataset).

**Molar mass**: 325.35 g/mol
**HOMO level**: -0.306 hartree

Cartesian coordinates (Å):
C -1.06 0.19 -1.45
C -1.85 0.64 -0.48
N -3.21 0.46 -0.45
C 0.38 0.55 -1.39
C 0.98 -0.37 -0.28
C 1.55 0.00 0.86
C 2.02 -0.81 1.97
C 2.90 -0.35 2.91
H -1.48 -0.50 -2.30
H -1.32 1.46 0.14
H -3.73 0.83 0.26
H -3.76 0.09 -1.19
H 0.79 1.59 -1.26
H 0.91 0.40 -2.37
H 0.73 -1.47 -0.53
H 1.71 1.07 1.05
H 1.57 -1.86 1.99
H 3.34 0.68 2.91
H 3.04 -0.87 3.88
H -2.74 2.79 -3.41
H -2.23 1.51 -3.04
O -2.78 1.90 -3.67
H 2.63 3.49 -0.18
H 2.17 4.32 -1.36
O 2.14 4.34 -0.43
H -1.22 -1.94 2.08
H -1.14 -1.38 0.66
O -1.56 -2.12 1.23
H 3.19 1.38 -1.16
H 4.22 2.44 -1.69
O 3.35 2.38 -1.28
H -0.88 0.13 2.86
H 0.54 -0.12 3.76
O -0.07 0.38 3.07
H -1.98 -4.08 -0.38
H -2.80 -3.60 0.89
O -2.60 -4.22 0.24
H -3.42 -2.78 -1.88
H -4.07 -1.79 -0.94
O -3.94 -1.96 -1.83
H 2.39 -2.84 0.28
H 3.68 -2.22 -0.13
O 3.37 -2.73 0.39
H 0.35 2.50 1.10
H 0.57 3.94 0.65
O -0.03 3.28 0.84
H 2.47 -1.59 -3.04
H 1.40 -1.84 -2.08
O 2.36 -2.01 -2.13
H -1.43 3.51 -0.75
H -1.17 4.02 -2.15
O -1.56 3.30 -1.61
H -0.17 -3.54 3.38
H 0.89 -2.45 3.66
O 0.07 -2.98 4.02

The computed Löwdin charges, all in e, follow:
1 C -0.182
2 C -0.226
3 N 0.110
4 C -0.211
5 C -0.134
6 C -0.156
7 C -0.246
8 C 0.007
9 H 0.157
10 H 0.141
11 H 0.063
12 H 0.061
13 H 0.108
14 H 0.112
15 H 0.113
16 H 0.106
17 H 0.106
18 H 0.084
19 H 0.069
20 H -0.006
21 H -0.060
22 O -0.021
23 H 0.051
24 H 0.006
25 O -0.087
26 H -0.015
27 H 0.060
28 O -0.054
29 H 0.101
30 H 0.062
31 O -0.070
32 H -0.047
33 H 0.119
34 O -0.037
35 H -0.045
36 H -0.007
37 O 0.001
38 H 0.042
39 H -0.020
40 O -0.027
41 H 0.060
42 H -0.143
43 O 0.054
44 H -0.040
45 H -0.016
46 O 0.006
47 H 0.088
48 H 0.013
49 O -0.076
50 H -0.042
51 H 0.087
52 O -0.018
53 H -0.045
54 H 0.071
55 O -0.028

w) is the most stable structure; the next one sits 6.643 eV above it.

w) # C4H7Cl

A structure of composition C4H7Cl (ωB97M-V with the def2-TZVPD basis set, the OMol25 dataset).

**Molar mass**: 90.55 g/mol
**HOMO level**: -0.359 hartree

Cartesian coordinates (Å):
C -1.01 1.09 0.61
C 0.26 0.61 0.09
C 0.38 -0.90 0.13
C 0.84 -1.66 -0.88
H -1.89 0.02 0.69
H -0.65 1.66 2.11
H -1.52 2.10 -0.50
H 0.83 0.91 0.86
H -0.30 -1.30 1.05
H 1.86 -1.07 -1.69
H 0.41 -2.70 -0.79
Cl 0.80 1.25 -1.68

The computed Löwdin charges, all in e, follow:
1 C -0.193
2 C -0.786
3 C -0.300
4 C -0.070
5 H 0.141
6 H 0.204
7 H 0.189
8 H 0.017
9 H 0.139
10 H 0.164
11 H 0.052
12 Cl 0.442

x) # C4H7Cl

A structure of composition C4H7Cl (ωB97M-V with the def2-TZVPD basis set, the OMol25 dataset).

**Molar mass**: 90.55 g/mol
**HOMO level**: -0.326 hartree

Cartesian coordinates (Å):
C 1.65 -0.25 -0.25
C 0.32 -0.46 0.53
C -0.42 0.77 -0.08
C -1.97 0.42 -0.07
H 1.24 0.04 -1.28
H 2.10 0.70 0.29
H 2.27 -1.02 -0.47
H 0.54 -0.87 1.71
H 0.14 1.80 -0.01
H -2.77 -0.65 0.15
H -2.47 1.30 -0.39
Cl -0.64 -1.79 -0.13

The computed Löwdin charges, all in e, follow:
1 C -0.167
2 C -0.783
3 C -0.189
4 C -0.059
5 H 0.090
6 H 0.116
7 H 0.016
8 H 0.163
9 H 0.121
10 H 0.136
11 H -0.026
12 Cl 0.583

y) # C4H7Cl

An isolated molecule of C4H7Cl (ωB97M-V with the def2-TZVPD basis set, the OMol25 dataset).

**Molar mass**: 90.55 g/mol
**SMILES**: C/C=C\CCl
**HOMO level**: -0.346 hartree

Cartesian coordinates (Å):
C 1.19 -0.22 -1.05
C 0.45 -1.05 -0.08
C -0.57 -0.61 0.59
C -0.93 0.82 0.95
Cl -2.16 1.81 -0.07
H 0.70 0.75 -0.94
H 1.05 -0.57 -2.05
H 2.26 -0.16 -0.83
H 0.85 -2.05 0.04
H -1.48 -1.20 0.74
H -1.29 0.98 1.99
H -0.06 1.48 0.69

The computed Löwdin charges, all in e, follow:
1 C -0.084
2 C -0.173
3 C -0.194
4 C -0.514
5 Cl 0.412
6 H 0.059
7 H 0.075
8 H 0.083
9 H 0.105
10 H 0.109
11 H 0.072
12 H 0.049

y) is the most stable structure; the next one sits 4.025 eV above it.

w) # C2H2N2O3

An isolated molecule of C2H2N2O3 (ωB97M-V with the def2-TZVPD basis set, the OMol25 dataset).

**Molar mass**: 102.05 g/mol
**SMILES**: O=c1ocnn1O
**HOMO level**: -0.365 hartree

Cartesian coordinates (Å):
O -1.78 -0.83 1.04
C -0.80 -0.51 0.36
O -0.41 -1.24 -0.79
C 0.53 -0.43 -1.42
N 0.87 0.71 -0.75
N 0.08 0.50 0.37
O 0.55 0.68 1.71
H 0.88 -0.46 -2.51
H 0.10 1.58 2.00

The computed Löwdin charges, all in e, follow:
1 O 0.116
2 C -0.451
3 O 0.083
4 C -0.097
5 N 0.140
6 N -0.158
7 O 0.029
8 H 0.156
9 H 0.181

x) # C2H2N2O3

A cluster of 2 separate species, C2H2N2O3 in total (ωB97M-V with the def2-TZVPD basis set, the OMol25 dataset).

**Molar mass**: 102.05 g/mol
**HOMO level**: -0.370 hartree

Cartesian coordinates (Å):
C -1.30 1.01 -0.12
C 1.19 0.05 0.86
N -2.29 0.39 -0.25
N 2.02 -0.07 0.05
O 0.26 -0.02 1.58
O -3.33 -0.43 -0.25
O 3.27 0.19 -0.50
H -3.03 -1.36 0.11
H 3.21 0.23 -1.47

The computed Löwdin charges, all in e, follow:
1 C 0.066
2 C -0.384
3 N -0.159
4 N 0.072
5 O 0.071
6 O -0.003
7 O 0.023
8 H 0.191
9 H 0.124

y) # C2H2N2O3

An isolated molecule of C2H2N2O3 (ωB97M-V with the def2-TZVPD basis set, the OMol25 dataset).

**Molar mass**: 102.05 g/mol
**SMILES**: O=C=N[C@@H](O)N=O
**HOMO level**: -0.352 hartree

Cartesian coordinates (Å):
O -3.62 0.70 1.29
C -2.71 0.55 0.61
N -1.61 0.73 0.15
C -0.46 0.12 -0.60
O -0.06 -0.98 0.01
N -0.43 0.15 -2.16
O -0.03 -0.81 -2.75
H 0.30 0.81 -0.34
H -0.69 -1.66 -0.05

The computed Löwdin charges, all in e, follow:
1 O 0.188
2 C -0.341
3 N 0.198
4 C -0.399
5 O 0.067
6 N 0.025
7 O 0.044
8 H 0.129
9 H 0.090

z) # C2H2N2O3

An isolated molecule of C2H2N2O3 (ωB97M-V with the def2-TZVPD basis set, the OMol25 dataset).

**Molar mass**: 102.05 g/mol
**SMILES**: N#C[C@@H](O)[N+](=O)[O-]
**HOMO level**: -0.446 hartree

Cartesian coordinates (Å):
N 1.79 -0.82 1.82
C 1.08 -0.50 0.98
C 0.04 -0.43 -0.06
O -1.19 -0.83 0.54
N -0.03 0.95 -0.70
O 0.98 1.48 -0.95
O -1.14 1.40 -0.88
H 0.30 -1.08 -1.02
H -1.84 -0.16 0.27

The computed Löwdin charges, all in e, follow:
1 N 0.198
2 C -0.132
3 C -0.247
4 O 0.020
5 N -0.392
6 O 0.144
7 O 0.101
8 H 0.210
9 H 0.097

w) is the most stable structure; the next one sits 0.144 eV above it.